Entry from the OMol25 dataset: a molecular structure, C7H13N at a distorted geometry (ωB97M-V/def2-TZVPD).

Element x y z (Å)
C: -1.059 -0.106 0.280
C: -2.409 0.517 0.106
C: -0.813 -0.809 1.576
C: 1.607 -1.721 -0.371
C: -0.190 -0.031 -0.780
C: 1.509 0.935 -0.463
C: 1.308 2.176 -0.911
N: 1.093 -0.524 -0.975
H: -0.569 0.433 -1.688
H: 2.463 0.731 0.019
H: -3.164 -0.249 -0.062
H: -2.434 1.174 -0.767
H: -2.722 1.127 0.952
H: 0.260 -0.963 1.784
H: -1.338 -1.762 1.609
H: -1.212 -0.220 2.407
H: 2.219 -1.507 0.504
H: 0.802 -2.395 -0.070
H: 2.225 -2.251 -1.108
H: 2.077 2.924 -0.791
H: 0.347 2.521 -1.251

Properties
Total charge   0
Electronic energy   -329.1303 Ha
Energy above the lowest of the compared OMol25 structures with the same formula, charge and spin   3.841 eV

Entry from the OMol25 dataset: a molecular structure, C24H32MnN10O2PSSe at a distorted geometry (ωB97M-V/def2-TZVPD).

Element x y z (Å)
Mn: 0.172 0.080 -0.176
C: 4.325 -0.653 -1.091
C: 2.839 -0.525 -1.075
N: 2.141 -0.404 -0.002
N: 2.843 -0.294 1.185
C: 2.216 -0.605 2.371
N: 2.707 0.055 3.431
S: 1.055 -1.776 2.495
C: 2.037 -0.433 -2.313
C: 2.588 -0.470 -3.583
C: 1.756 -0.272 -4.675
C: 0.409 -0.044 -4.458
C: -0.073 -0.029 -3.159
N: 0.723 -0.224 -2.107
H: 4.658 -1.218 -0.221
H: 4.796 0.334 -1.061
H: 4.676 -1.156 -1.988
H: 3.537 0.441 1.181
H: 3.172 0.942 3.323
H: 2.286 -0.142 4.323
H: 3.648 -0.619 -3.722
H: 2.162 -0.278 -5.678
H: -0.271 0.133 -5.279
H: -1.124 0.133 -2.936
C: -5.407 1.087 -1.162
N: -4.172 1.033 -0.387
C: -4.131 1.572 0.872
C: -3.034 1.502 1.643
C: -1.878 0.890 1.054
O: -0.762 0.762 1.607
N: -1.923 0.418 -0.217
C: -3.071 0.389 -0.927
O: -3.181 -0.185 -2.025
H: -5.947 1.991 -0.890
H: -6.035 0.217 -0.968
H: -5.163 1.113 -2.219
H: -5.041 2.059 1.195
H: -2.989 1.931 2.630
Se: 1.081 2.378 -0.342
C: -0.524 3.402 -0.199
C: -1.454 3.440 -1.236
C: -2.644 4.124 -1.059
N: -2.970 4.777 0.057
C: -2.066 4.764 1.034
C: -0.850 4.099 0.960
H: -1.250 2.935 -2.172
H: -3.377 4.153 -1.861
H: -2.330 5.307 1.935
H: -0.171 4.107 1.803
C: -1.270 -5.150 -1.518
N: -2.221 -3.997 -1.846
C: -3.317 -3.961 -0.764
N: -2.747 -3.869 0.532
C: -1.824 -4.974 0.772
N: -0.741 -5.014 -0.209
C: 0.178 -3.873 -0.072
P: -0.668 -2.244 -0.327
C: -1.489 -2.687 -1.926
C: -2.121 -2.562 0.771
H: -0.484 -5.135 -2.273
H: -1.857 -6.064 -1.605
H: -2.667 -4.179 -2.746
H: -3.877 -4.889 -0.880
H: -3.945 -3.101 -0.991
H: -2.377 -5.913 0.720
H: -1.398 -4.871 1.768
H: 0.995 -3.982 -0.790
H: 0.624 -3.884 0.923
H: -0.748 -2.768 -2.723
H: -2.202 -1.894 -2.173
H: -2.855 -1.773 0.614
H: -1.795 -2.497 1.810

Properties
Multiplicity   2
Total charge   +1
Electronic energy   -5923.6091 Ha
Energy above the lowest of the compared OMol25 structures with the same formula, charge and spin   0.000 eV

Entry from the OMol25 dataset: a molecular structure, C30H49BCaCl11F9I2N4NaO17PS at a distorted geometry (ωB97M-V/def2-TZVPD).

Element x y z (Å)
C: 2.332 1.584 4.107
C: 2.660 2.776 3.122
C: 2.519 2.278 1.630
C: 2.418 3.478 0.632
C: 0.974 4.073 0.456
C: -0.165 3.257 1.114
C: -1.491 4.130 1.223
C: -1.352 5.309 2.217
O: -2.162 6.180 2.244
O: -0.278 5.396 3.070
N: -0.458 2.101 0.235
C: -0.801 2.423 -1.054
N: -1.956 2.124 -1.656
C: -2.997 1.368 -0.934
C: -2.828 -0.159 -1.335
C: -3.026 -1.091 -0.101
C: -2.440 -2.518 -0.437
C: -1.216 -2.916 0.538
C: -1.318 -4.480 1.042
C: -1.083 -5.570 -0.115
C: 0.434 -6.130 -0.150
O: 0.703 -6.513 -1.495
C: 0.963 -7.939 -1.629
C: -2.247 2.504 -3.009
O: -2.347 3.954 -3.152
C: -3.676 4.380 -3.325
F: -4.483 3.963 -2.380
F: -3.652 5.787 -3.219
F: -4.201 4.106 -4.615
N: 0.161 3.209 -1.831
C: 1.208 2.370 -2.420
I: 1.964 0.558 -1.516
C: 1.779 2.646 -3.630
C: 2.891 1.722 -4.214
I: 1.272 4.307 -4.894
C: 0.642 4.382 -1.047
O: 1.707 5.092 -1.652
B: 1.282 6.432 -1.782
O: 0.321 6.826 -2.752
O: 1.755 7.439 -0.945
H: 2.627 0.608 3.671
H: 1.248 1.623 4.349
H: 2.970 1.700 5.013
H: 3.739 2.990 3.294
H: 2.033 3.672 3.320
H: 1.742 1.495 1.509
H: 3.492 1.771 1.417
H: 2.871 3.252 -0.364
H: 3.063 4.290 1.046
H: 0.978 5.071 0.957
H: 0.054 2.955 2.162
H: -1.776 4.576 0.248
H: -2.278 3.462 1.633
H: -0.059 6.341 3.155
H: -1.023 1.374 0.669
H: -3.986 1.671 -1.342
H: -2.975 1.495 0.163
H: -3.550 -0.452 -2.137
H: -1.819 -0.341 -1.788
H: -4.115 -1.243 0.052
H: -2.494 -0.740 0.805
H: -3.219 -3.314 -0.318
H: -2.082 -2.583 -1.518
H: -0.182 -2.681 0.075
H: -1.279 -2.299 1.475
H: -0.527 -4.662 1.802
H: -2.301 -4.592 1.546
H: -1.782 -6.417 0.038
H: -1.307 -5.183 -1.162
H: 0.477 -6.971 0.568
H: 1.161 -5.332 0.143
H: 1.627 -8.285 -0.810
H: 1.443 -8.100 -2.616
H: -0.022 -8.458 -1.622
H: -1.459 2.097 -3.683
H: -3.195 2.046 -3.367
H: 3.295 2.169 -5.143
H: 3.735 1.614 -3.504
H: 2.463 0.719 -4.433
H: -0.226 5.101 -1.000
H: 0.753 7.048 -3.589
H: 0.996 7.863 -0.511
F: -4.886 0.145 3.035
P: -3.877 -0.500 4.148
F: -4.994 0.263 5.053
F: -2.665 0.235 3.322
F: -4.261 -1.803 5.030
F: -2.802 -0.120 5.301
F: -3.727 -1.750 3.050
Ca: -0.808 -3.975 -1.929
C: 4.178 6.258 4.627
Cl: 2.410 6.131 4.518
Cl: 4.900 5.770 3.086
Cl: 4.626 7.936 4.984
Cl: 4.762 5.200 5.913
C: -4.590 -3.375 -5.205
Cl: -3.563 -3.722 -3.778
Cl: -6.242 -3.915 -4.883
Cl: -4.585 -1.629 -5.517
Cl: -3.949 -4.230 -6.610
C: -6.673 -4.096 -0.774
Cl: -5.985 -3.227 0.603
Cl: -5.574 -5.353 -1.359
H: -7.605 -4.561 -0.466
H: -6.859 -3.391 -1.579
C: 4.870 -3.084 1.734
C: 4.382 -3.539 3.090
O: 3.163 -2.812 3.303
S: 2.440 -2.572 1.899
O: 1.434 -3.572 1.716
O: 2.162 -1.184 1.784
O: 3.676 -2.939 0.940
H: 5.359 -2.109 1.794
H: 5.549 -3.803 1.279
H: 5.099 -3.328 3.881
H: 4.142 -4.606 3.089
C: 3.798 -8.221 -4.682
O: 2.562 -8.363 -4.441
O: 4.021 -7.758 -5.976
O: 4.781 -8.421 -3.973
H: 3.077 -7.726 -6.200
N: 5.924 0.275 3.683
O: 6.351 -0.898 3.670
O: 6.087 0.992 4.680
O: 5.330 0.726 2.675
Na: -2.064 5.142 -5.071
Cl: -2.294 -2.677 4.009

Properties
Total charge   0
Electronic energy   -10830.7695 Ha

Entry from the OMol25 dataset: a gas-phase ion, C24H49N5O4PS (charge +1) at a distorted geometry (ωB97M-V/def2-TZVPD).

Element x y z (Å)
C: 2.518 3.149 1.514
C: 2.107 2.318 0.579
N: 1.584 0.932 0.868
N: 1.784 0.431 2.187
C: 0.918 0.950 3.247
C: 1.324 0.208 4.553
C: 2.628 0.096 0.029
N: 3.837 0.799 -0.268
C: 3.123 -1.248 0.680
C: 4.081 -2.010 -0.255
N: 4.348 -3.333 0.342
O: 1.910 -0.340 -1.070
C: 0.507 -0.041 -1.270
C: -0.096 -1.442 -1.478
C: 0.568 -2.675 -0.858
C: 0.033 -3.122 0.520
S: 0.323 -4.904 0.759
N: 0.356 0.879 -2.376
C: 1.516 1.540 -2.946
C: 2.708 0.860 -3.603
O: 1.473 2.710 -3.020
C: -0.547 0.543 -3.472
C: -1.985 0.983 -3.627
O: -0.100 -0.087 -4.360
C: 0.218 0.717 0.177
O: -0.501 -0.281 0.873
C: -1.830 -0.053 1.287
C: -2.930 0.020 0.189
C: -3.987 1.035 0.649
C: -3.633 -1.369 0.075
C: -4.351 -1.537 -1.275
C: -4.619 -1.662 1.222
P: -0.494 2.441 0.150
C: -1.650 2.994 -1.130
C: -0.881 3.248 1.732
H: 3.022 2.814 2.414
H: 2.387 4.209 1.343
H: 2.223 2.651 -0.436
H: 2.716 0.711 2.485
H: 1.033 2.017 3.464
H: -0.146 0.771 3.117
H: 0.643 -0.643 4.637
H: 1.134 0.822 5.430
H: 2.333 -0.203 4.507
H: 4.131 0.634 -1.222
H: 4.554 0.596 0.410
H: 3.736 -1.046 1.566
H: 2.314 -1.884 1.031
H: 3.626 -2.122 -1.248
H: 5.052 -1.524 -0.310
H: 5.083 -3.749 -0.220
H: 3.511 -3.906 0.299
H: -1.160 -1.497 -1.241
H: -0.071 -1.666 -2.549
H: 0.247 -3.519 -1.482
H: 1.651 -2.727 -0.930
H: -1.047 -2.978 0.466
H: 0.381 -2.496 1.342
H: -0.702 -5.227 1.578
H: 2.660 0.918 -4.686
H: 2.798 -0.174 -3.267
H: 3.600 1.398 -3.274
H: -2.063 2.069 -3.580
H: -2.686 0.518 -2.931
H: -2.321 0.719 -4.626
H: -2.093 -0.917 1.908
H: -1.980 0.796 1.965
H: -2.442 0.259 -0.760
H: -3.684 2.078 0.506
H: -4.126 0.926 1.724
H: -4.931 0.920 0.118
H: -2.885 -2.170 0.109
H: -4.649 -2.582 -1.389
H: -3.645 -1.343 -2.090
H: -5.246 -0.920 -1.355
H: -4.291 -1.205 2.160
H: -4.670 -2.734 1.417
H: -5.623 -1.293 1.013
H: -2.542 2.405 -1.357
H: -1.110 3.123 -2.065
H: -1.998 3.996 -0.864
H: -1.139 2.620 2.587
H: -0.091 3.920 2.084
H: -1.755 3.887 1.578

Properties
Total charge   +1
Electronic energy   -2257.6754 Ha

> Which formula does entry 3 have?

C30H49BCaCl11F9I2N4NaO17PS